(1)
This record from the OMol25 dataset describes the molecule C2H5NO2 in a non-equilibrium geometry. The level of theory is ωB97M-V with the def2-TZVPD basis set.

```
! RIJCOSX wB97M-V def2-TZVPD def2/J DEFGRID3
* xyz 0 3
C -0.68351 0.78997 0.00945
C 1.23712 -0.44476 0.34539
N -1.81860 -0.32119 -0.41343
O -1.64002 1.09633 -0.88778
O 0.51405 0.47643 -0.50800
H -0.70993 1.07811 1.07822
H 0.94575 -1.42226 0.03628
H 1.23683 -0.06038 1.42868
H 2.31674 -0.39698 0.13362
H -1.39844 -0.79527 -1.22244
*
```

As for the molar mass: 75.1 g mol⁻¹. The HOMO energy (alpha / beta) comes out at -4.454 / -10.230 eV. The energy relative to the best compared isomer or geometry (same formula, charge and spin) is 3.887 eV. As for the LUMO energy (alpha / beta): 0.89 / -1.96 eV. The value obtained for the gap between HOMO and LUMO (alpha / beta) is 5.34 / 8.27 eV.

***

(2)
This record from the OMol25 dataset describes the ion C3H9N2S with charge +1 in a non-equilibrium geometry. The level of theory is ωB97M-V with the def2-TZVPD basis set.

```
! RIJCOSX wB97M-V def2-TZVPD def2/J DEFGRID3
* xyz 1 1
C -0.93331 0.63916 -0.35620
C 0.25734 -1.41926 0.37817
C 0.42464 0.07738 0.22802
N -2.04257 0.35168 0.41205
N 1.51425 0.52279 -0.61822
S -0.87348 1.44271 -1.79343
H 0.91432 -1.82645 1.24912
H 0.46510 -2.11858 -0.47047
H -0.75587 -1.47601 0.77513
H 0.69794 0.62371 1.37125
H -2.13844 0.53629 1.33707
H -2.86737 0.83055 0.02947
H 2.28003 1.19262 -0.21763
H 1.04347 0.93356 -1.60087
H 2.01394 -0.31016 -0.72346
*
```

As for the molar mass: 105.2 g mol⁻¹. The HOMO energy comes out at -13.832 eV. As for the SMILES: C[C@@H]([NH3+])C(N)=S. The energy relative to the best compared isomer or geometry (same formula, charge and spin) is 1.701 eV. As for the LUMO energy: -4.27 eV. The value obtained for the gap between HOMO and LUMO is 9.56 eV.

***

(3)
This record from the OMol25 dataset describes a cluster of 9 separate species, C30H33F6N3O18 in total in a non-equilibrium geometry. The level of theory is ωB97M-V with the def2-TZVPD basis set.

```
! RIJCOSX wB97M-V def2-TZVPD def2/J DEFGRID3
* xyz 0 1
C 22.06925 19.85449 32.44723
C 22.68992 20.60418 31.28251
O 23.79951 19.82482 30.91064
C 24.05408 18.89297 31.86788
O 24.93884 18.10535 31.81716
O 23.14801 18.95522 32.84045
F 23.20775 21.79814 31.76697
H 21.29413 19.12741 32.23388
H 21.78450 20.53565 33.24195
H 22.07530 20.85165 30.42420
C 17.97397 18.91850 31.99951
C 18.02432 19.60145 30.62158
O 18.50975 20.88634 30.92300
C 18.96260 20.93978 32.21005
O 19.50212 21.88198 32.67476
O 18.84402 19.72819 32.78009
F 16.73883 19.74999 30.15755
H 18.38967 17.91658 31.93892
H 16.96210 18.93128 32.39292
H 18.62216 19.13960 29.84201
C 19.14028 15.19234 23.68443
C 19.46702 15.91018 22.39150
O 18.85467 15.05796 21.44485
C 17.77911 14.47237 22.04830
O 16.88048 13.95832 21.48488
O 17.89918 14.58160 23.39613
F 20.79409 15.95036 22.11593
H 19.16561 15.82659 24.57004
H 19.90649 14.44215 23.90125
H 19.05842 16.91827 22.30669
C 22.51503 15.71976 28.02476
C 22.20817 16.89868 27.13132
O 21.98080 17.94154 28.05171
C 21.55964 17.39276 29.22539
O 21.10315 18.00328 30.14532
O 21.80285 16.08098 29.23753
F 21.02823 16.72417 26.43095
H 23.57069 15.84485 28.28866
H 22.33783 14.71600 27.67092
H 22.96788 17.17009 26.40761
C 21.16769 15.98276 32.72698
C 21.51657 15.03377 33.87975
O 20.97849 15.67060 35.03108
C 20.18751 16.70675 34.65857
O 19.51642 17.33622 35.39266
O 20.24512 16.90302 33.32198
F 22.86932 14.92188 34.01768
H 20.61075 15.44733 31.96609
H 22.08505 16.41938 32.33902
H 21.08654 14.03867 33.85306
C 26.39342 17.88932 27.88214
C 27.78935 18.48535 27.92900
O 28.37472 18.06826 26.70490
C 27.40920 17.71660 25.83844
O 27.54617 17.49588 24.67749
O 26.22469 17.63078 26.46888
F 28.54964 18.01493 28.94067
H 25.63039 18.56842 28.22960
H 26.32680 16.91536 28.36042
H 27.80418 19.57402 27.98851
N 24.73654 15.85909 24.65437
C 23.52031 15.74394 24.05153
C 22.92480 14.58322 24.46971
C 23.82581 13.96210 25.37706
C 24.93633 14.75018 25.44495
H 25.42349 16.59270 24.57457
H 23.16258 16.45565 23.32451
H 21.92956 14.29333 24.19477
H 23.67913 13.06678 25.96034
H 25.78197 14.68206 26.11034
N 19.54871 11.75901 32.24097
C 20.89846 11.81232 32.47327
C 21.47121 12.61438 31.52711
C 20.41184 13.12548 30.71762
C 19.24341 12.61406 31.20706
H 18.85285 11.16502 32.65070
H 21.32324 11.15453 33.21482
H 22.53133 12.79545 31.46581
H 20.46264 13.85364 29.92400
H 18.22704 12.66432 30.85156
N 21.02508 22.74515 26.67394
C 21.02767 21.37388 26.77275
C 20.75731 21.06117 28.07594
C 20.51072 22.27858 28.77561
C 20.72413 23.29894 27.88352
H 21.32036 23.21375 25.83783
H 21.23545 20.76087 25.91372
H 20.68585 20.09348 28.54805
H 20.31326 22.39883 29.82704
H 20.57454 24.35967 27.99319
*
```

As for the molar mass: 837.6 g mol⁻¹. The HOMO energy comes out at -8.638 eV. As for the SMILES: O=C1OC[C@@H](F)O1.O=C1OC[C@@H](F)O1.O=C1OC[C@@H](F)O1.O=C1OC[C@@H](F)O1.O=C1OC[C@@H](F)O1.O=C1OC[C@@H](F)O1.c1cc[nH]c1.c1cc[nH]c1.c1cc[nH]c1. The energy relative to the best compared isomer or geometry (same formula, charge and spin) is 0.000 eV. As for the LUMO energy: -0.07 eV. The value obtained for the gap between HOMO and LUMO is 8.57 eV.

***

(4)
This record from the OMol25 dataset describes the molecule C5H11ClFN in a non-equilibrium geometry. The level of theory is ωB97M-V with the def2-TZVPD basis set.

```
! RIJCOSX wB97M-V def2-TZVPD def2/J DEFGRID3
* xyz 0 1
C 0.22039 -0.25656 -2.02897
C 1.09133 0.15139 -0.85032
C 0.61159 -0.43736 0.51109
C -0.93361 -0.27587 0.76348
C -1.16830 -0.26925 2.23607
H 0.31494 -1.37073 -2.22132
H 0.60256 0.24032 -2.92678
H -0.83814 -0.04439 -1.90255
H 2.11534 -0.23087 -1.04518
H 1.48492 2.00993 -1.52516
H 0.25037 1.87517 -0.45713
H 0.85122 -1.50203 0.62090
H 1.09443 0.10191 1.30348
H -0.86272 -1.24461 2.63781
H -2.20214 -0.18906 2.58153
H -0.47916 0.46153 2.68588
N 1.18116 1.60737 -0.66481
F -1.31971 0.89809 0.28548
Cl -2.01447 -1.52498 -0.00351
*
```

As for the molar mass: 139.6 g mol⁻¹. The HOMO energy comes out at -9.434 eV. As for the SMILES: C[C@@H](N)C[C@@](C)(F)Cl. The energy relative to the best compared isomer or geometry (same formula, charge and spin) is 0.000 eV. As for the LUMO energy: 0.91 eV. The value obtained for the gap between HOMO and LUMO is 10.34 eV.